# 1
DFT (wB97M-V/def2-TZVPD) results for a 6-piece molecular cluster, C43H43BrI2N3O23P2 overall.

```
117
Properties=species:S:1:pos:R:3:forces:R:3
C -5.027 -1.628 -1.477 0.231 -0.074 -0.305
C -4.706 -1.088 -2.881 -0.038 -0.420 0.681
P -2.993 -1.375 -3.470 0.409 0.016 -0.653
C -3.132 -3.121 -4.017 -0.099 -0.137 0.540
N -2.135 -1.533 -1.893 -0.048 0.174 0.425
C -0.858 -1.074 -1.805 0.133 -0.017 0.257
N 0.170 -1.765 -2.355 -0.449 0.178 -0.985
C -0.016 -3.234 -2.484 0.029 -0.292 0.682
C 0.064 -3.950 -1.159 -0.158 -0.414 -0.374
C 0.609 -5.318 -1.163 0.061 0.810 0.002
O 1.366 -4.199 -0.675 -0.056 0.081 -0.032
P 0.739 -1.222 -4.003 0.304 -0.292 -0.186
C 2.487 -0.874 -3.640 -0.036 0.075 0.336
O 0.101 0.268 -4.097 0.147 0.047 -0.028
N -0.609 0.048 -1.127 0.099 0.368 -0.006
C -1.691 0.831 -0.541 -0.039 -0.052 -0.076
C -2.512 1.600 -1.562 0.102 0.162 -0.245
O -2.133 2.001 -2.604 -0.127 -0.228 0.144
Br -4.305 1.938 -0.910 -0.030 0.200 0.085
C 0.707 0.531 -0.822 0.111 -0.183 -0.135
I 1.444 2.122 -1.949 -0.069 0.323 0.116
C 1.392 0.106 0.231 0.095 -0.297 0.095
C 2.734 0.597 0.666 -0.376 0.207 0.433
I 0.551 -1.368 1.453 -0.051 -0.070 0.076
H -4.502 -2.568 -1.300 -0.065 -0.088 0.080
H -6.086 -1.838 -1.370 -0.091 0.143 0.096
H -4.742 -0.915 -0.705 -0.110 -0.031 0.136
H -5.329 -1.646 -3.580 -0.051 0.219 -0.234
H -4.935 -0.028 -2.959 -0.095 0.020 -0.096
H -3.102 -3.797 -3.161 -0.017 -0.083 -0.001
H -4.096 -3.280 -4.499 0.030 0.057 -0.238
H -2.325 -3.366 -4.701 -0.026 -0.052 -0.117
H -2.691 -1.292 -1.080 -0.212 -0.076 -0.154
H 0.804 -3.613 -3.092 0.064 0.115 -0.109
H -0.949 -3.504 -2.966 -0.041 0.093 -0.161
H -0.716 -3.720 -0.445 0.123 0.200 0.295
H 0.335 -6.004 -0.376 -0.141 -0.244 -0.173
H 0.917 -5.685 -2.134 0.180 -0.373 0.158
H 2.728 0.132 -3.977 0.084 -0.037 -0.177
H 3.096 -1.610 -4.159 0.102 0.000 -0.059
H 2.688 -0.929 -2.571 0.049 -0.035 0.022
H -0.409 0.340 -4.912 -0.345 0.068 0.104
H -2.336 0.225 0.091 -0.017 -0.029 0.053
H -1.233 1.575 0.110 -0.015 0.064 0.046
H 2.863 0.376 1.721 0.235 -0.140 0.015
H 2.767 1.683 0.589 0.200 -0.085 -0.239
H 3.543 0.141 0.101 0.039 -0.007 -0.083
C 3.617 4.332 5.211 0.012 0.099 0.174
C 3.026 3.919 4.085 0.014 0.009 0.034
C 3.750 3.881 2.762 0.254 -0.055 -0.103
O 3.125 3.446 1.804 -0.149 0.136 0.093
C 5.118 4.328 2.699 -0.002 0.006 -0.115
C 5.715 4.753 3.824 -0.011 -0.015 -0.055
C 4.999 4.768 5.159 -0.194 -0.073 0.003
O 5.649 5.145 6.116 0.067 0.037 0.009
O 6.961 5.180 3.878 0.056 0.003 -0.029
O 1.771 3.489 4.020 -0.035 -0.006 0.039
H 3.112 4.344 6.166 0.003 -0.027 0.002
H 5.625 4.303 1.744 0.024 -0.001 0.015
H 7.134 5.418 4.811 -0.025 -0.007 0.039
H 1.622 3.258 3.083 0.025 0.008 -0.046
C -8.681 -0.209 0.383 0.118 -0.062 -0.059
C -9.800 0.504 0.593 0.024 -0.029 -0.034
C -10.099 1.163 1.924 0.085 0.002 0.165
O -11.133 1.798 1.992 -0.046 -0.003 -0.056
C -9.155 0.996 3.009 -0.076 0.074 0.050
C -8.042 0.281 2.797 -0.045 0.013 0.031
C -7.733 -0.356 1.461 -0.102 0.000 -0.135
O -6.678 -0.966 1.377 0.070 0.010 0.028
O -7.117 0.067 3.719 0.018 0.029 0.050
O -10.729 0.699 -0.321 0.000 -0.008 -0.055
H -8.463 -0.680 -0.565 -0.034 0.005 -0.012
H -9.382 1.457 3.960 0.021 -0.007 0.008
H -6.429 -0.481 3.294 0.000 -0.027 -0.041
H -11.420 1.249 0.102 -0.006 0.021 0.045
C 4.955 0.397 6.836 -0.120 0.093 -0.058
C 5.878 -0.570 6.722 -0.038 -0.084 0.003
C 7.323 -0.362 7.127 0.137 0.107 0.067
O 8.063 -1.318 6.990 -0.033 -0.041 0.000
C 7.725 0.933 7.627 0.102 -0.060 -0.007
C 6.805 1.904 7.736 0.052 -0.006 -0.016
C 5.355 1.684 7.362 -0.007 -0.060 -0.064
O 4.608 2.633 7.516 -0.095 -0.049 0.037
O 7.070 3.125 8.162 0.031 0.007 0.034
O 5.628 -1.780 6.253 -0.107 0.016 0.078
H 3.921 0.256 6.555 -0.004 -0.028 0.021
H 8.762 1.080 7.894 -0.007 0.022 0.014
H 6.232 3.631 8.121 -0.017 0.014 -0.053
H 6.479 -2.264 6.292 0.064 0.035 -0.040
C 7.283 -0.517 0.141 -0.100 0.088 -0.003
C 8.117 -1.494 -0.249 -0.022 0.046 -0.010
C 8.698 -2.497 0.726 -0.012 -0.020 0.170
O 9.426 -3.349 0.254 0.015 0.006 -0.062
C 8.358 -2.382 2.129 0.056 -0.095 0.020
C 7.528 -1.404 2.516 0.072 -0.040 -0.014
C 6.931 -0.417 1.538 0.039 0.004 -0.150
O 6.172 0.418 2.003 -0.101 0.056 0.059
O 7.149 -1.207 3.769 0.048 -0.027 0.018
O 8.505 -1.678 -1.496 -0.025 0.017 -0.049
H 6.866 0.204 -0.548 0.025 -0.004 -0.016
H 8.787 -3.093 2.821 -0.006 0.012 0.019
H 6.549 -0.435 3.753 -0.066 0.029 -0.053
H 9.104 -2.453 -1.485 0.019 -0.030 0.037
C -5.263 0.872 -7.942 0.062 0.076 -0.057
C -5.544 -0.056 -7.022 0.019 0.000 0.001
C -6.944 -0.567 -6.776 -0.197 0.070 -0.088
O -7.054 -1.422 -5.909 0.043 -0.012 0.062
C -8.030 -0.025 -7.551 -0.077 -0.110 0.098
C -7.760 0.909 -8.479 -0.022 -0.026 0.023
C -6.353 1.409 -8.739 0.172 -0.045 0.084
O -6.219 2.243 -9.610 -0.068 0.033 -0.028
O -8.676 1.470 -9.241 -0.043 -0.007 -0.004
O -4.650 -0.632 -6.224 0.196 0.050 -0.036
H -4.264 1.242 -8.122 0.003 -0.012 -0.001
H -9.031 -0.386 -7.361 -0.011 0.015 -0.035
H -8.210 2.103 -9.823 0.041 0.010 -0.011
H -5.180 -1.262 -5.692 -0.118 -0.044 -0.047
```
Positions in Å, forces in eV/Å.

Values from the calculation:
DFT total energy: -201663.405 eV
charge: +1

# 2
DFT (wB97M-V/def2-TZVPD) results for a 2-piece molecular cluster, C4H8N2O2 overall.

```
16
Properties=species:S:1:pos:R:3:forces:R:3
C 2.011 -1.122 -0.240 -0.096 3.226 -1.744
C -0.400 -0.262 -0.154 6.326 0.959 -0.846
C -2.580 0.239 0.110 -2.028 1.241 2.924
C 0.820 1.655 -0.222 0.453 1.892 2.627
H 2.124 -0.760 -1.400 -0.448 -0.520 2.882
H 2.406 -2.066 -0.259 0.888 -2.493 0.066
H 2.659 -0.471 0.435 -1.225 -0.589 -0.898
H 0.250 -1.938 1.333 1.428 2.704 -4.920
H -2.676 1.065 -0.647 0.832 -1.713 -0.133
H -3.647 -0.367 0.150 3.109 1.564 0.392
H -2.224 0.906 1.050 -1.979 -1.465 -1.619
H 0.984 2.752 -0.533 -0.410 -1.672 -0.757
N 0.592 -1.240 0.082 -1.554 -0.846 3.709
N -0.268 0.972 -0.673 0.405 -1.686 0.040
O -1.495 -0.734 0.156 -5.598 -0.716 -0.553
O 1.445 1.372 0.812 -0.104 0.115 -1.170
```
Positions in Å, forces in eV/Å.

Values from the calculation:
DFT total energy: -11348.342 eV
charge: 0
ΔE to the lowest compared entry with this formula, charge and spin: 556.7 kJ/mol

Highest occupied orbital energy, respectively: -11.0; -9.3 eV.
Lowest unoccupied orbital energy, respectively: -3.239; -0.089 eV.